Model one:
The following is a DFT calculation (wB97M-V/def2-TZVPD) of 3 unconnected molecules or ions with the total composition C2H3BrO2.

Structure (XYZ):
```
8
Properties=species:S:1:pos:R:3:nbo_charge:R:1
C 1.02 -0.47 -0.15 -0.451
C 0.11 0.49 -0.18 0.699
O -2.15 0.82 0.41 -0.697
O -0.48 1.46 -0.30 -0.195
Br 3.92 0.23 -0.16 -0.409
H 1.13 -0.92 0.81 0.286
H 1.34 -1.08 -1.01 0.317
H -3.02 1.25 0.17 0.450
```

For the HOMO-LUMO gap (spin up / spin down), the calculation gives 0.168 / 0.166 Ha. Its total charge is 0. For the LUMO energy (spin up / spin down), the calculation gives -4.368 / -4.375 eV. The calculation puts the HOMO energy (spin up / spin down) at -8.9465 / -8.8979 eV.

***

Model two:
The following is a DFT calculation (wB97M-V/def2-TZVPD) of a molecular structure, C2H3BrO2.

Structure (XYZ):
```
8
Properties=species:S:1:pos:R:3:nbo_charge:R:1
C -1.37 0.09 -0.80 -0.482
C -0.14 0.09 -0.37 0.139
O 1.33 0.07 1.83 -0.431
O 0.48 -0.74 1.08 -0.283
Br 1.37 0.64 -1.22 0.133
H -1.66 0.34 -1.78 0.231
H -2.26 -0.20 -0.38 0.235
H 2.26 -0.29 1.65 0.458
```

For the HOMO-LUMO gap, the calculation gives 0.387 Ha. Its total charge is 0. For the LUMO energy, the calculation gives 0.549 eV. The calculation puts the HOMO energy at -9.9925 eV.

***

Which is most stable, and by how much? model two, by 0.0545 hartree.

***

Model one:
The following is a DFT calculation (wB97M-V/def2-TZVPD) of a molecular structure, C25H49BrN4O2PtSi.

Structure (XYZ):
```
83
Properties=species:S:1:pos:R:3:nbo_charge:R:1
Pt 0.30 -0.35 -0.20 0.850
N -2.02 -2.38 3.46 -0.816
C -1.39 -1.84 2.38 0.704
O -1.91 -0.96 1.71 -0.674
C 0.00 -2.38 2.10 -0.518
C 0.43 -2.27 0.65 -0.727
H -2.93 -2.04 3.70 0.401
H -1.61 -3.12 3.99 0.397
H 0.07 -3.41 2.47 0.200
H 0.67 -1.78 2.73 0.233
H -0.15 -2.95 0.02 0.196
H 1.48 -2.55 0.56 0.202
C 1.04 4.32 -3.14 -0.412
N 0.29 3.33 -2.39 -0.456
C 0.57 3.48 -0.97 -0.432
C 0.51 1.95 -2.88 -0.250
C 1.80 1.32 -2.42 -0.093
C 2.99 1.61 -3.10 -0.213
C 4.21 1.15 -2.66 -0.235
C 4.27 0.38 -1.51 -0.246
C 3.10 0.07 -0.83 -0.194
C 1.85 0.50 -1.28 -0.329
H 0.73 5.32 -2.82 0.193
H 0.83 4.22 -4.21 0.195
H 2.13 4.24 -2.99 0.171
H 0.17 4.43 -0.62 0.192
H 1.65 3.46 -0.75 0.174
H 0.11 2.67 -0.41 0.215
H 0.46 1.99 -3.97 0.193
H -0.32 1.34 -2.53 0.234
H 2.94 2.21 -4.01 0.202
H 5.12 1.39 -3.21 0.206
H 5.22 0.02 -1.14 0.205
H 3.16 -0.55 0.06 0.189
C -0.61 2.66 5.46 -0.608
C 0.61 1.73 5.52 -0.596
C 1.31 1.93 6.87 -0.610
C 0.04 0.30 5.47 -0.610
Si 1.81 2.09 4.06 1.972
Br 0.78 1.18 2.25 -0.381
C 3.49 1.16 4.19 -0.602
C 4.45 1.92 5.12 -0.610
C 4.16 1.00 2.82 -0.610
C 3.29 -0.25 4.75 -0.602
C 1.98 3.95 3.63 -0.600
C 2.30 4.78 4.88 -0.610
C 3.10 4.17 2.60 -0.607
C 0.70 4.52 2.98 -0.608
H -1.32 2.37 6.24 0.205
H -1.13 2.59 4.50 0.218
H -0.35 3.70 5.64 0.206
H 0.58 1.79 7.68 0.208
H 1.73 2.93 6.98 0.212
H 2.11 1.21 7.03 0.208
H -0.64 0.17 6.32 0.201
H 0.81 -0.47 5.55 0.212
H -0.53 0.12 4.56 0.223
H 4.73 2.89 4.73 0.210
H 5.37 1.33 5.23 0.210
H 4.04 2.06 6.12 0.210
H 4.43 1.94 2.35 0.217
H 3.52 0.45 2.12 0.225
H 5.08 0.42 2.95 0.202
H 2.94 -0.26 5.78 0.203
H 4.25 -0.77 4.73 0.208
H 2.59 -0.83 4.14 0.213
H 3.20 4.43 5.39 0.211
H 1.48 4.77 5.60 0.206
H 2.47 5.82 4.59 0.210
H 4.08 3.94 3.00 0.204
H 3.10 5.22 2.30 0.207
H 2.94 3.57 1.69 0.225
H -0.17 4.45 3.63 0.210
H 0.46 4.02 2.04 0.226
H 0.87 5.58 2.76 0.203
N -3.26 1.38 0.72 -0.842
C -2.52 1.71 -0.37 0.798
N -2.68 2.96 -0.89 -0.844
O -1.71 0.93 -0.87 -0.718
H -3.72 2.10 1.24 0.381
H -2.96 0.55 1.21 0.445
H -3.52 3.48 -0.72 0.386
H -2.17 3.14 -1.75 0.427
```

For the HOMO-LUMO gap (spin up / spin down), the calculation gives 0.254 / 0.271 Ha. Its total charge is 0. Its multiplicity is 3. For the LUMO energy (spin up / spin down), the calculation gives 0.491 / -0.367 eV. The calculation puts the HOMO energy (spin up / spin down) at -6.4130 / -7.7444 eV.

***

Model two:
The following is a DFT calculation (wB97M-V/def2-TZVPD) of a molecular structure, C25H49BrN4O2PtSi.

Structure (XYZ):
```
83
Properties=species:S:1:pos:R:3:nbo_charge:R:1
Pt 0.21 0.79 -3.16 0.784
N 4.53 2.41 -1.40 -0.819
C 3.46 1.90 -2.07 0.708
O 3.45 0.72 -2.41 -0.673
C 2.33 2.86 -2.32 -0.530
C 1.41 2.46 -3.47 -0.704
H 5.29 1.81 -1.17 0.402
H 4.55 3.38 -1.13 0.396
H 2.75 3.86 -2.48 0.204
H 1.76 2.91 -1.39 0.235
H 1.97 2.36 -4.41 0.204
H 0.67 3.26 -3.62 0.204
C -3.35 -3.49 -2.94 -0.407
N -2.12 -2.71 -3.01 -0.471
C -1.73 -2.29 -1.67 -0.439
C -2.22 -1.58 -3.97 -0.278
C -2.73 -0.28 -3.38 0.013
C -4.11 -0.10 -3.23 -0.255
C -4.62 1.03 -2.62 -0.222
C -3.75 2.01 -2.17 -0.228
C -2.38 1.85 -2.34 -0.259
C -1.84 0.71 -2.95 -0.331
H -3.18 -4.37 -2.31 0.194
H -3.64 -3.83 -3.93 0.198
H -4.19 -2.92 -2.50 0.171
H -1.52 -3.18 -1.07 0.193
H -2.51 -1.70 -1.17 0.182
H -0.83 -1.68 -1.71 0.220
H -2.87 -1.91 -4.79 0.196
H -1.23 -1.40 -4.39 0.231
H -4.79 -0.86 -3.59 0.202
H -5.69 1.16 -2.51 0.206
H -4.13 2.91 -1.69 0.206
H -1.72 2.63 -1.99 0.202
C 3.27 -0.30 2.80 -0.608
C 2.24 0.84 2.87 -0.591
C 2.13 1.30 4.33 -0.610
C 2.84 1.99 2.04 -0.612
Si 0.54 0.26 2.19 1.946
Br 0.80 0.20 -0.05 -0.375
C -0.88 1.53 2.48 -0.595
C -1.42 1.44 3.91 -0.610
C -2.04 1.33 1.50 -0.612
C -0.38 2.96 2.25 -0.603
C 0.08 -1.54 2.69 -0.593
C 0.21 -1.74 4.21 -0.610
C -1.36 -1.86 2.28 -0.606
C 0.96 -2.58 1.98 -0.609
H 4.25 0.09 3.11 0.205
H 3.37 -0.69 1.79 0.217
H 3.03 -1.13 3.47 0.205
H 3.13 1.53 4.72 0.207
H 1.71 0.53 4.98 0.212
H 1.53 2.20 4.44 0.209
H 3.80 2.28 2.48 0.200
H 2.21 2.88 2.02 0.213
H 3.02 1.68 1.01 0.222
H -1.92 0.49 4.10 0.208
H -2.16 2.23 4.06 0.209
H -0.64 1.57 4.67 0.209
H -2.53 0.36 1.59 0.214
H -1.73 1.44 0.46 0.232
H -2.80 2.09 1.70 0.203
H 0.36 3.28 2.99 0.202
H -1.23 3.65 2.33 0.208
H 0.05 3.09 1.25 0.215
H -0.39 -1.03 4.78 0.212
H 1.24 -1.67 4.55 0.206
H -0.15 -2.75 4.46 0.209
H -2.09 -1.28 2.84 0.206
H -1.56 -2.91 2.48 0.205
H -1.53 -1.68 1.21 0.221
H 2.02 -2.48 2.21 0.211
H 0.85 -2.52 0.89 0.220
H 0.65 -3.57 2.30 0.202
N 2.73 -2.06 -2.67 -0.832
C 1.48 -2.18 -3.19 0.803
N 0.86 -3.37 -3.06 -0.839
O 0.92 -1.24 -3.79 -0.731
H 2.99 -2.67 -1.92 0.383
H 3.08 -1.11 -2.62 0.449
H 1.36 -4.20 -2.80 0.392
H -0.12 -3.42 -3.35 0.442
```

For the HOMO-LUMO gap (spin up / spin down), the calculation gives 0.265 / 0.283 Ha. Its total charge is 0. Its multiplicity is 3. For the LUMO energy (spin up / spin down), the calculation gives 0.501 / -0.096 eV. The calculation puts the HOMO energy (spin up / spin down) at -6.7126 / -7.8080 eV.

***

Which is most stable, and by how much? model two, by 0.0080 hartree.